(1)
One molecule with the formula C6H7BBrFO2 in a non-equilibrium geometry, computed with ωB97M-V/def2-TZVPD.

Geometry as XYZ:
```
18
Properties=species:S:1:pos:R:3:forces:R:3:nbo_charge:R:1
B -1.00019 0.20724 -1.40672 0.1 0.1 0.2 1.036
C 0.60031 -0.65889 1.60774 0.2 -0.2 0.3 -0.334
C 1.43915 0.41985 1.09990 0.0 0.5 -0.3 -0.200
C -0.65181 -0.84438 1.31540 -0.8 2.7 -2.1 -0.008
C 1.01148 1.55927 0.55588 0.1 -0.2 0.3 -0.197
C -1.36188 1.06587 -0.17916 0.8 -2.5 2.0 -0.529
C -0.39951 2.01613 0.41045 -0.2 0.2 0.6 0.307
O -1.96270 -0.61197 -1.91299 -0.6 -0.3 -0.1 -0.882
O 0.25611 0.30609 -1.92742 0.5 0.2 -0.1 -0.887
F -0.39646 3.19743 -0.29867 0.0 0.1 -0.3 -0.358
Br -1.03061 2.58761 2.24964 0.1 -0.1 -0.3 -0.066
H 1.10969 -1.35268 2.27792 -0.1 -0.1 0.0 0.236
H 2.50348 0.26251 1.18205 0.1 0.0 0.0 0.218
H -1.50590 -1.45079 1.48338 -0.3 -0.4 0.2 0.210
H 1.72647 2.28970 0.20786 0.1 0.1 0.0 0.237
H -2.37899 1.11980 0.17557 -0.1 0.2 -0.1 0.245
H -1.71994 -1.13255 -2.67886 0.1 -0.1 -0.1 0.485
H 0.44647 -0.23690 -2.69104 0.0 -0.1 -0.1 0.487
```
Positions in Å, forces in eV/Å.

Its highest occupied orbital energy (spin up / spin down) is -0.3248 / -0.3254 Ha. The energy above the lowest of the compared OMol25 structures with the same formula, charge and spin is 172.6 kJ/mol. As for the total charge: 0. As for the gap between HOMO and LUMO (spin up / spin down): 0.3062 / 0.3100 Ha.



(2)
C26H49BrCsN6O5P2 as an isolated structure in a non-equilibrium geometry, computed with ωB97M-V/def2-TZVPD.

Geometry as XYZ:
```
90
Properties=species:S:1:pos:R:3:forces:R:3:lowdin_charge:R:1
Cs -1.56313 -2.08054 -1.46702 0.5 -0.3 0.7 1.112
N -3.31440 2.42525 -6.60858 -0.1 0.8 -0.1 -0.033
C -2.99325 2.01074 -5.23694 1.0 -0.8 0.0 -0.290
C -2.87903 0.48487 -5.22195 -0.7 -0.1 -1.5 -0.148
C -2.14453 -0.22743 -4.11285 -1.5 -2.2 1.2 -0.744
O -0.96622 -0.01356 -3.82567 0.6 0.9 -0.1 -0.077
O -2.84569 -1.17850 -3.56487 0.1 1.4 -1.3 -0.387
H -3.68767 3.38034 -6.66130 0.2 -0.7 0.1 0.058
H -3.95912 1.79064 -7.07382 0.0 0.2 0.3 0.052
H -3.71029 2.33669 -4.47654 0.0 0.1 0.0 0.106
H -1.98023 2.35694 -4.95994 -0.5 0.3 -0.1 0.096
H -2.35128 0.17496 -6.16610 -0.3 0.4 0.7 0.130
H -3.89760 0.04361 -5.28725 0.6 0.2 0.1 0.110
N 0.86659 -2.11655 -0.23219 1.8 0.5 1.2 -0.530
P 1.87875 -1.64755 0.84215 -2.1 0.4 -1.7 0.450
N 1.25404 -0.36414 1.80711 -1.3 0.6 1.3 -0.223
C 1.94487 0.23426 2.96021 1.6 0.7 -1.4 -0.234
C 1.15335 1.38286 3.65928 -1.2 -1.7 0.4 -0.164
C 0.51860 2.46032 2.73232 0.2 -0.3 1.7 -0.234
C 0.48984 1.99155 1.33614 -0.8 -0.8 -0.8 -0.196
C 0.09717 0.49321 1.31612 2.3 -0.9 -1.4 -0.180
N 2.46816 -2.79630 1.95776 0.0 -1.1 0.5 -0.219
C 1.56187 -3.15846 3.08224 1.3 1.0 0.5 -0.221
C 1.42867 -4.65088 3.37563 -0.4 -0.4 -0.6 -0.176
C 2.63068 -5.56175 2.98074 -0.3 -0.8 2.3 -0.228
C 3.76038 -4.89546 2.26898 0.2 1.0 0.3 -0.209
C 3.04078 -4.00442 1.27470 0.6 1.6 -1.0 -0.233
N 3.36146 -0.93981 0.35536 0.5 -0.1 -1.2 -0.210
C 3.53534 -0.81593 -1.11647 0.3 -0.3 0.0 -0.219
C 4.93810 -1.33085 -1.54676 -1.4 -1.2 -1.6 -0.214
C 6.08800 -0.61564 -0.93626 0.1 2.3 0.2 -0.240
C 5.77809 -0.19868 0.52213 -0.4 -0.7 0.7 -0.160
C 4.59996 -1.03296 1.13262 0.2 -0.8 -0.7 -0.241
H 2.92762 0.63254 2.56287 -0.7 0.3 0.4 0.098
H 2.32772 -0.54485 3.64188 -0.7 0.2 0.2 0.088
H 1.76341 1.80697 4.46197 0.0 0.0 -0.2 0.095
H 0.28751 0.86803 4.17174 0.8 0.4 -0.3 0.110
H 1.07656 3.36274 2.84784 0.4 0.9 -0.1 0.087
H -0.49532 2.67307 3.08890 0.1 0.0 0.0 0.104
H 1.50415 2.07534 0.93653 -0.2 -0.1 -0.4 0.118
H -0.23289 2.58212 0.72311 0.6 -0.4 0.3 0.117
H -0.02460 0.23806 0.24667 -0.2 -0.3 0.6 0.074
H -0.77497 0.21573 1.88709 -0.6 0.4 0.1 0.091
H 0.59573 -2.65338 2.96743 0.1 -0.3 -0.1 0.100
H 2.05519 -2.69973 3.97560 -0.6 -0.3 -0.3 0.099
H 0.51177 -5.07271 2.91359 0.5 0.4 0.1 0.109
H 1.27523 -4.74556 4.44003 -0.2 0.0 0.4 0.088
H 2.20572 -6.31907 2.33573 0.2 -0.4 -0.2 0.095
H 3.00095 -6.07527 3.91385 -0.4 0.3 -0.8 0.111
H 4.44305 -5.64942 1.87735 -0.2 0.0 -0.6 0.103
H 4.41183 -4.27299 2.92160 -0.6 -0.2 -0.2 0.119
H 2.23472 -4.53961 0.76729 0.0 -0.2 -0.1 0.106
H 3.70447 -3.62406 0.46628 -0.4 -0.2 0.5 0.099
H 3.33316 0.20256 -1.44355 0.5 0.6 0.1 0.098
H 2.73341 -1.34525 -1.66742 0.4 -0.3 0.7 0.083
H 5.00282 -1.30358 -2.68741 -0.1 -0.1 1.4 0.125
H 4.96204 -2.40182 -1.24890 0.0 0.4 -0.3 0.106
H 6.22683 0.33969 -1.51121 0.1 -0.7 0.4 0.112
H 7.03001 -1.14570 -0.98239 0.1 -0.4 -0.2 0.092
H 5.51388 0.87858 0.55432 0.1 -0.6 0.2 0.107
H 6.67726 -0.38487 1.15164 -0.6 0.4 -0.2 0.103
H 4.40396 -0.79454 2.15314 -0.1 0.9 0.7 0.071
H 4.84008 -2.10665 1.28841 0.7 0.3 -0.6 0.090
C -4.05008 0.70090 2.79950 0.7 0.6 1.7 -0.140
O -4.17590 1.41202 1.57802 -0.4 -0.4 0.3 -0.365
P -5.12974 0.92713 0.36333 -0.5 0.5 -1.1 0.880
O -6.44641 0.07762 1.00434 1.7 -0.4 0.1 -0.402
C -7.59417 0.71608 1.50437 -0.4 -0.3 -0.3 -0.166
O -4.24549 -0.32318 -0.21637 -0.5 0.0 0.8 -0.385
C -4.88006 -1.47928 -0.78871 0.4 0.6 0.6 -0.161
H -2.97618 0.45295 3.05473 -1.1 0.2 -0.7 0.091
H -4.68340 -0.17263 2.82854 0.1 -0.5 -0.2 0.065
H -4.41809 1.35658 3.63771 0.4 -0.4 -0.8 0.091
H -8.13347 1.23274 0.68910 0.2 0.0 0.5 0.085
H -7.35111 1.36935 2.33272 0.0 0.5 0.1 0.071
H -8.24178 -0.07339 1.91316 0.1 0.2 -0.2 0.084
H -4.74088 -2.31407 -0.11503 -0.5 -0.2 0.4 0.084
H -4.35969 -1.71047 -1.67873 0.4 0.0 -1.2 -0.001
H -5.90174 -1.24569 -1.01495 -0.6 -0.3 0.0 0.071
Br -4.11771 5.25740 -1.49805 -0.6 0.2 0.2 0.743
C -2.37701 5.03577 -2.07912 3.8 -0.5 -0.5 -0.781
C -1.49319 6.13373 -2.32526 -2.1 -1.1 0.8 -0.117
C -0.18978 5.91546 -2.72779 0.0 -0.3 -0.2 -0.106
C 0.19340 4.63016 -3.01255 -1.2 -2.1 0.4 -0.052
C -0.71788 3.55234 -2.66584 1.9 -0.4 -1.0 -0.131
N -1.90797 3.76359 -2.15588 -1.6 1.1 -0.1 0.026
H -1.90000 7.10196 -2.12996 0.1 0.6 0.0 0.079
H 0.53005 6.71645 -2.82123 -0.2 0.2 -0.2 0.103
H 1.13173 4.39308 -3.48935 0.2 0.0 0.2 0.095
H -0.44701 2.44020 -2.84969 -0.3 2.0 0.4 0.135
```
Positions in Å, forces in eV/Å.

Its highest occupied orbital energy is -0.1315 Ha. As for the total charge: -1. As for the gap between HOMO and LUMO: 0.2056 Ha.